Entry 1:
Computed, not measured: C24H42BaCl4F12NO14PS2 as an isolated structure at a distorted geometry, with wB97M-V/def2-TZVPD.

Results
HOMO: -7.41 eV
Multiplicity: 1
Maximum force: 19.14 eV/Å

CARTESIAN COORDINATES (ANGSTROEM)
Ba  -18.54936  -30.77606  -22.99689
P  -16.13883  -29.85483  -23.96434
F  -17.00716  -29.29808  -22.68943
F  -17.57749  -30.16972  -24.70753
F  -16.08657  -28.34436  -24.43358
F  -15.41198  -30.44479  -25.29202
F  -14.70980  -29.64615  -23.12542
F  -16.20627  -31.41587  -23.40393
C  -21.08908  -31.71190  -19.98891
F  -21.48900  -32.55867  -20.96331
F  -22.12503  -31.38934  -19.26781
F  -20.25310  -32.27279  -19.17796
S  -20.42951  -30.07363  -20.91637
O  -21.08449  -29.99449  -22.22337
O  -20.65288  -29.00572  -19.94264
N  -18.68759  -30.30340  -21.24357
S  -17.94030  -29.78719  -19.96083
O  -17.46921  -28.42658  -20.16905
O  -18.49687  -30.13849  -18.61298
C  -16.28400  -30.77229  -20.11091
F  -16.51218  -31.96962  -19.57937
F  -16.00109  -30.93155  -21.41574
F  -15.28979  -30.12133  -19.50063
Cl  -23.52246  -28.54865  -18.71449
C  -21.84215  -28.91727  -18.23288
C  -21.58290  -28.70348  -16.71256
Cl  -22.17543  -27.15271  -16.10929
H  -21.27627  -28.20162  -18.82931
H  -21.65132  -29.97563  -18.41050
H  -20.50787  -28.85878  -16.62148
H  -22.07814  -29.45710  -16.10027
Cl  -17.20825  -33.95518  -16.23494
C  -17.93294  -34.67847  -17.69555
C  -18.38415  -33.63743  -18.78308
Cl  -18.98915  -34.50215  -20.15774
H  -18.79153  -35.16120  -17.22875
H  -17.26582  -35.42051  -18.13423
H  -17.46592  -33.16135  -19.12704
H  -19.08010  -32.93904  -18.31833
C  -19.39058  -31.44710  -26.08283
O  -19.62969  -30.66259  -24.83212
C  -19.99371  -29.31671  -25.11268
C  -20.45919  -28.71478  -23.82090
O  -19.42117  -28.72317  -22.82672
C  -19.43363  -27.59585  -21.92003
H  -18.77240  -30.90211  -26.79624
H  -20.34083  -31.65434  -26.57494
H  -18.86460  -32.35239  -25.77970
H  -20.71064  -29.21254  -25.92710
H  -19.08215  -28.78932  -25.39376
H  -21.32937  -29.23964  -23.42668
H  -20.79456  -27.68049  -23.89744
H  -18.71488  -27.82284  -21.13265
H  -20.35336  -27.62122  -21.33562
H  -19.20626  -26.64309  -22.39822
C  -21.64168  -31.64948  -23.70886
O  -20.42213  -31.81267  -23.01418
C  -20.03465  -33.17610  -22.88799
C  -18.93077  -33.37383  -21.88319
O  -17.80743  -32.63767  -22.32592
C  -16.59230  -33.22476  -21.89211
H  -21.80343  -30.62630  -24.04805
H  -22.38206  -31.96568  -22.97405
H  -21.78958  -32.33057  -24.54692
H  -19.74768  -33.71672  -23.78992
H  -20.91812  -33.68094  -22.49721
H  -18.82584  -34.42922  -21.63171
H  -19.03603  -32.73026  -21.00978
H  -16.45021  -34.24057  -22.26093
H  -16.64064  -33.34314  -20.80963
H  -15.74840  -32.60579  -22.19675
C  -17.86905  -28.56324  -15.26896
O  -17.67988  -29.58524  -16.26207
C  -16.30126  -29.95935  -16.28897
C  -16.34953  -31.34494  -16.90517
O  -15.08163  -31.97252  -16.89689
C  -13.95889  -31.25623  -17.39067
H  -18.82415  -28.04826  -15.37235
H  -17.09360  -27.79776  -15.29741
H  -17.77975  -28.88779  -14.23224
H  -15.83484  -29.76279  -15.32361
H  -15.68932  -29.27731  -16.87928
H  -16.41421  -31.20804  -17.98461
H  -17.05274  -32.07267  -16.50020
H  -13.79688  -30.47193  -16.65127
H  -14.18943  -30.71410  -18.30776
H  -13.11926  -31.95120  -17.40253
C  -16.17832  -25.40547  -20.43539
C  -15.98714  -25.63365  -19.13023
C  -15.62227  -26.96747  -18.58451
O  -15.50759  -27.19416  -17.33123
C  -15.45842  -27.97616  -19.67358
C  -15.66087  -27.72874  -20.96478
C  -16.04039  -26.38816  -21.51120
O  -16.13217  -26.22794  -22.74698
O  -15.51512  -28.78246  -21.78781
O  -16.32127  -24.69458  -18.22505
H  -16.51186  -24.41830  -20.71936
H  -15.19579  -28.95050  -19.28874
H  -15.69156  -28.62680  -22.71853
H  -16.40937  -25.07820  -17.34943

Here are the Löwdin charges for atoms 1 to 2, given in e: number 1, Ba, carries 2.630; number 2, P, carries 0.349

---

Entry 2:
Computed, not measured: C24H42Cl2N6O2SiTi as an isolated structure at a distorted geometry, with wB97M-V/def2-TZVPD.

Results
Total charge: +1
HOMO (spin up / spin down): -10.57 / -10.95 eV
Multiplicity: 2
Expectation value of S²: 0.756
Maximum force: 1.86 eV/Å
Energy above the lowest of the compared OMol25 structures with the same formula, charge and spin: 0.0000 eV

CARTESIAN COORDINATES (ANGSTROEM)
Ti  0.16029  -0.83563  -0.29916
N  -1.16560  1.93904  1.19061
N  -0.21281  1.95468  2.20593
C  0.93681  1.26118  2.06417
N  1.88659  1.44465  2.98442
N  1.06663  0.48161  1.00521
N  2.20410  -0.37466  0.92166
O  2.92247  -0.75394  1.85804
O  1.99053  -1.18544  -0.18276
H  -1.20435  2.83704  0.72314
H  -2.07356  1.68722  1.56061
H  -0.22809  2.69846  2.88923
H  1.66765  1.94963  3.82626
H  2.64776  0.77139  2.99242
C  -1.83160  -1.10231  -3.73805
Si  -0.36821  0.06335  -3.64383
C  -0.83158  1.66376  -4.45839
C  1.07378  -0.67418  -4.54526
C  0.16533  0.49318  -1.87177
H  -1.66090  -1.83825  -4.52847
H  -2.74394  -0.55443  -3.98979
H  -2.05124  -1.65055  -2.81823
H  -1.24971  1.47641  -5.45144
H  0.04011  2.31296  -4.57760
H  -1.57784  2.21216  -3.87764
H  0.95313  -0.50927  -5.61958
H  1.15802  -1.75051  -4.38524
H  2.01832  -0.21539  -4.24270
H  -0.38228  1.38999  -1.56383
H  1.22756  0.75810  -1.92268
Cl  3.15431  -3.04265  -2.60283
C  1.91449  -3.81041  -1.66066
Cl  0.29563  -3.00338  -1.76652
H  2.18062  -3.82184  -0.61114
H  1.72273  -4.79910  -2.05844
C  -6.09424  -2.81791  -0.54523
C  -4.95471  -1.83398  -0.60215
C  -5.10087  -0.61078  -1.24747
C  -4.06362  0.30967  -1.27457
C  -4.21651  1.64125  -1.96118
C  -2.86947  -0.01778  -0.64431
C  -2.67796  -1.24949  -0.02183
C  -3.74215  -2.14815  0.00269
N  -1.37848  -1.53044  0.54082
C  -1.24693  -2.47994  1.70229
C  -1.35617  -3.96833  1.31487
C  -1.18854  -4.85782  2.55442
C  -2.24224  -4.48784  3.60299
C  -2.05604  -3.02712  4.02782
C  -0.64953  -2.82968  4.59792
C  0.38014  -3.18888  3.52425
C  0.21315  -4.65600  3.13132
C  0.15630  -2.29354  2.29885
C  -2.24983  -2.11780  2.80846
H  -6.93282  -2.48968  -1.15698
H  -6.45455  -2.93656  0.47838
H  -5.78422  -3.80212  -0.89912
H  -6.04290  -0.36975  -1.72720
H  -5.19647  1.73567  -2.42587
H  -3.46403  1.77075  -2.74138
H  -4.10337  2.46754  -1.25587
H  -2.07991  0.72022  -0.62186
H  -3.65500  -3.10996  0.47700
H  -0.56772  -4.20260  0.59422
H  -2.29758  -4.20073  0.82602
H  -1.31741  -5.89966  2.25456
H  -2.15444  -5.14618  4.47096
H  -3.24657  -4.63180  3.19183
H  -2.80157  -2.76595  4.78134
H  -0.50361  -3.45879  5.47986
H  -0.51718  -1.79047  4.91724
H  1.39137  -3.01013  3.89478
H  0.36228  -5.29547  4.00503
H  0.97004  -4.94022  2.39275
H  0.92923  -2.54226  1.56095
H  0.27634  -1.25476  2.61328
H  -2.08548  -1.06944  3.08618
H  -3.27731  -2.19428  2.45349

Here are the Löwdin charges for atoms 1 to 2, given in e: number 1, Ti, carries 0.907; number 2, N, carries 0.062

---

Entry 3:
Computed, not measured: C24H42CuF4N2O4Si as an isolated structure, with wB97M-V/def2-TZVPD.

Results
HOMO (spin up / spin down): -7.67 / -7.61 eV
Multiplicity: 2
Expectation value of S²: 0.753
Maximum force: 0.76 eV/Å

CARTESIAN COORDINATES (ANGSTROEM)
Cu  -0.42424  0.06198  0.20783
C  -2.76281  -3.69803  0.42834
C  -1.62970  -2.68816  0.28972
N  -2.04395  -1.26179  0.37192
C  -3.11636  -0.91967  -0.58636
C  -2.73042  -1.22542  -2.02408
C  -2.41772  -0.87630  1.75431
C  -1.18506  -0.80475  2.69262
N  0.00991  -0.74432  1.86750
C  1.26354  -0.97294  2.33625
C  2.31500  -1.09216  1.40813
F  2.00444  -0.97545  0.09264
C  3.61348  -1.34560  1.77003
F  4.54204  -1.45012  0.80729
C  3.97385  -1.50117  3.09491
C  2.96378  -1.38528  4.02421
F  3.24812  -1.50874  5.32891
C  1.65522  -1.11841  3.67179
F  0.74697  -0.96110  4.65924
H  -2.32932  -4.69932  0.45248
H  -3.32566  -3.56580  1.35468
H  -3.46465  -3.66173  -0.40685
H  -0.88656  -2.84588  1.06601
H  -1.11995  -2.83122  -0.66322
H  -4.03946  -1.44373  -0.32151
H  -3.31147  0.14860  -0.47769
H  -2.69653  -2.29839  -2.22396
H  -3.46583  -0.78347  -2.69677
H  -1.75371  -0.79561  -2.26864
H  -2.89206  0.10506  1.69326
H  -3.16279  -1.56615  2.15448
H  -1.30416  0.08455  3.31832
H  -1.16483  -1.65978  3.36854
H  4.99479  -1.70093  3.38916
C  3.71022  4.04849  0.22766
C  2.87141  3.36830  -0.84161
C  3.22912  3.91117  -2.22177
C  3.07244  1.85738  -0.79028
O  1.50942  3.70018  -0.53446
Si  0.07688  3.11696  -1.05632
O  -0.15340  1.57974  -0.66201
O  0.01662  3.35506  -2.68494
C  -0.61669  2.62356  -3.73700
C  -0.47143  3.48197  -4.98469
C  -2.09710  2.40645  -3.42367
C  0.10079  1.29036  -3.93260
O  -1.07950  3.99804  -0.30587
C  -1.45713  5.37203  -0.45222
C  -2.09710  5.76988  0.86883
C  -0.24652  6.25694  -0.74080
C  -2.46851  5.48138  -1.58972
H  4.77314  3.84303  0.07616
H  3.41621  3.68773  1.21602
H  3.55006  5.12880  0.19276
H  4.23783  3.59811  -2.50194
H  3.18636  5.00343  -2.22337
H  2.52282  3.54243  -2.96824
H  4.12795  1.60785  -0.91897
H  2.49985  1.36313  -1.58112
H  2.73074  1.46494  0.17153
H  -0.95620  4.44929  -4.83247
H  -0.92726  2.99071  -5.84887
H  0.58628  3.65739  -5.19390
H  -2.61258  3.36648  -3.33422
H  -2.20653  1.86929  -2.47774
H  -2.57221  1.82614  -4.21953
H  1.15232  1.46141  -4.17808
H  -0.35822  0.72512  -4.74725
H  0.05614  0.69866  -3.01548
H  -1.36354  5.70584  1.67660
H  -2.92673  5.09655  1.09993
H  -2.47696  6.79359  0.81794
H  0.50296  6.14657  0.04546
H  -0.55983  7.30144  -0.79291
H  0.21670  5.98322  -1.69486
H  -3.31428  4.81344  -1.40316
H  -1.99805  5.19896  -2.53592
H  -2.84094  6.50510  -1.67607

Here are the Löwdin charges for atoms 1 to 2, given in e: number 1, Cu, carries 0.741; number 2, C, carries -0.067